{"formula": "C27H56INO33P2S7", "method": "ωB97M-V with the def2-TZVPD basis set", "homo_ev": -8.8, "energy_ev": -200483.474, "lumo_ev": -0.6, "homo_lumo_gap_ev": 8.22, "multiplicity": 1, "symbols": ["C", "C", "C", "C", "C", "C", "C", "C", "C", "C", "C", "C", "N", "I", "C", "O", "O", "P", "P", "O", "O", "O", "H", "H", "H", "H", "H", "H", "H", "H", "H", "H", "H", "H", "H", "H", "H", "H", "H", "H", "H", "H", "H", "H", "H", "H", "H", "H", "H", "H", "C", "C", "O", "S", "O", "O", "O", "H", "H", "H", "H", "C", "C", "O", "S", "O", "O", "O", "H", "H", "H", "H", "C", "C", "O", "S", "O", "O", "O", "H", "H", "H", "H", "C", "C", "O", "S", "O", "O", "O", "H", "H", "H", "H", "C", "C", "O", "S", "O", "O", "O", "H", "H", "H", "H", "C", "C", "O", "S", "O", "O", "O", "H", "H", "H", "H", "C", "C", "O", "S", "O", "O", "O", "H", "H", "H", "H"], "positions_angstrom": [[0.10245, -0.38859, 2.41893], [0.28231, 0.15966, 0.96721], [-0.04394, -0.91937, -0.08815], [0.61352, -2.27311, 0.20955], [0.39989, -3.27989, -0.92783], [1.12039, -4.63810, -0.76672], [1.17506, -5.22096, 0.66381], [-0.08211, -6.03814, 1.05368], [-1.39075, -5.21231, 1.09500], [-2.26385, -5.39800, -0.19277], [-3.36352, -6.47452, 0.07466], [-4.70572, -5.81518, 0.41446], [-5.17669, -5.00075, -0.73542], [-5.98699, -6.16032, -2.22965], [-6.09735, -3.99118, -0.33776], [-5.97087, -2.85611, -0.72518], [-7.16861, -4.35455, 0.48604], [-8.56873, -3.55387, -0.01449], [-9.97969, -3.77433, 1.64583], [-10.13625, -5.14597, 2.12760], [-9.51878, -2.78162, 2.81918], [-11.38671, -3.19457, 1.06717], [-0.80404, -1.00852, 2.41985], [0.94442, -1.05794, 2.63161], [0.09081, 0.42150, 3.15122], [1.36069, 0.38764, 0.83753], [-0.33079, 1.05990, 0.84429], [0.34835, -0.53632, -1.04287], [-1.13384, -1.02173, -0.21200], [1.68773, -2.06972, 0.34874], [0.26010, -2.68893, 1.15963], [-0.67488, -3.37206, -1.12892], [0.82307, -2.81021, -1.83053], [2.11998, -4.63129, -1.21652], [0.54810, -5.36450, -1.36602], [1.99377, -5.95962, 0.65859], [1.44363, -4.49502, 1.43764], [0.09902, -6.38086, 2.08568], [-0.16663, -6.95550, 0.45751], [-1.23658, -4.16205, 1.35770], [-1.99098, -5.63867, 1.91431], [-1.61710, -5.78974, -0.98156], [-2.75086, -4.45065, -0.43612], [-3.08288, -7.13228, 0.90584], [-3.44176, -7.08776, -0.83129], [-4.66067, -5.22285, 1.33583], [-5.42807, -6.63009, 0.58875], [-9.13659, -4.28862, -1.08616], [-10.28392, -2.33278, 3.20452], [-11.23673, -2.27893, 0.77905], [2.54230, 3.27547, -1.64341], [3.66173, 3.65467, -0.70152], [4.05451, 2.41989, -0.08806], [3.84983, 1.21927, -1.13635], [5.10065, 0.94558, -1.74955], [3.06172, 0.21089, -0.51837], [2.93880, 2.01006, -2.18882], [1.59970, 3.13666, -1.10953], [2.40471, 4.00360, -2.43298], [3.34925, 4.37264, 0.05205], [4.52143, 4.05196, -1.24650], [7.89792, 0.98998, -0.62399], [8.81220, -0.13831, -1.03875], [10.00014, 0.51476, -1.51636], [10.22767, 1.87093, -0.68838], [11.16594, 1.62214, 0.34669], [10.39382, 2.93366, -1.61388], [8.77003, 1.97037, -0.03181], [7.41062, 1.44256, -1.48566], [7.14324, 0.67215, 0.08985], [8.37711, -0.76224, -1.81331], [9.08860, -0.76073, -0.18397], [-8.20481, 1.85814, 2.86873], [-6.84134, 1.85412, 3.52779], [-6.48514, 0.47267, 3.61106], [-7.10294, -0.32166, 2.35005], [-6.10296, -0.44328, 1.35531], [-7.84051, -1.43811, 2.83538], [-8.14100, 0.82219, 1.88352], [-8.99164, 1.60427, 3.58273], [-8.43622, 2.81176, 2.40022], [-6.85480, 2.30512, 4.51664], [-6.09806, 2.36107, 2.90740], [8.93007, -0.70134, -6.03156], [9.64911, -2.03210, -5.97318], [9.06546, -2.70648, -4.85254], [7.52258, -2.28104, -4.71792], [6.71895, -3.27405, -5.32859], [7.30016, -1.83974, -3.38889], [7.57241, -1.00375, -5.68773], [9.32384, -0.00320, -5.28946], [8.97864, -0.24592, -7.01732], [10.72145, -1.92162, -5.83648], [9.45639, -2.62913, -6.86751], [0.29735, 7.50167, 0.39529], [-0.97526, 6.97959, -0.23275], [-0.79423, 7.17890, -1.64120], [0.75711, 7.01694, -2.00554], [0.96803, 5.69323, -2.47916], [1.17342, 8.15475, -2.73494], [1.33846, 7.10574, -0.51071], [0.29357, 8.59144, 0.45811], [0.47392, 7.08423, 1.38334], [-1.86060, 7.50212, 0.11535], [-1.09338, 5.90733, -0.05475], [3.80951, -0.72099, 5.31399], [3.50441, 0.60230, 5.98299], [3.99755, 1.58991, 5.07065], [3.83558, 1.05101, 3.56475], [2.64532, 1.59217, 3.01499], [5.09041, 1.15442, 2.91647], [3.57003, -0.49203, 3.92194], [4.85871, -0.99718, 5.43955], [3.17748, -1.52664, 5.67939], [3.98736, 0.70224, 6.95140], [2.42798, 0.75148, 6.09652], [-4.87201, 6.14396, -2.90857], [-5.71319, 5.57205, -1.78761], [-5.42235, 6.40707, -0.65816], [-5.12891, 7.90446, -1.16566], [-6.30874, 8.67417, -1.02848], [-3.88686, 8.32080, -0.62080], [-4.92575, 7.56292, -2.71817], [-3.82994, 5.82706, -2.82685], [-5.25367, 5.87886, -3.89099], [-5.46938, 4.53545, -1.57002], [-6.77991, 5.65616, -2.00691]], "mulliken_charge": [-1.305, 0.390, -1.084, 0.068, -0.698, -1.008, -0.581, -0.934, -0.568, -0.331, -1.081, -0.593, -0.427, 0.133, 0.556, -0.502, -0.110, 0.007, 0.921, -0.658, -0.397, -0.515, 0.411, 0.183, 0.331, -0.266, 0.371, 0.298, 0.386, 0.264, 0.282, 0.179, 0.530, 0.438, 0.286, 0.405, 0.281, 0.373, 0.367, 0.035, 0.655, 0.248, 0.394, 0.462, 0.304, 0.450, 0.412, 0.052, 0.309, 0.331, -0.351, -0.305, -0.333, 0.696, -0.472, -0.254, -0.266, 0.235, 0.337, 0.341, 0.321, -0.200, 0.128, -0.301, 1.073, -0.560, -0.559, -0.279, 0.293, 0.237, -0.005, 0.268, -0.298, -0.381, -0.336, 1.161, -0.518, -0.415, -0.355, 0.263, 0.312, 0.313, 0.285, -0.266, -0.355, -0.298, 1.030, -0.558, -0.489, -0.304, 0.250, 0.297, 0.318, 0.296, -0.363, -0.209, -0.239, 1.020, -0.520, -0.556, -0.312, 0.288, 0.332, 0.314, 0.233, -0.340, -0.386, -0.334, 1.201, -0.506, -0.563, -0.295, 0.275, 0.325, 0.312, 0.286, -0.239, -0.337, -0.267, 1.068, -0.559, -0.509, -0.290, 0.186, 0.313, 0.341, 0.279]}

{"formula": "C27H56NO30S5", "method": "ωB97M-V with the def2-TZVPD basis set", "homo_ev": -7.5, "total_charge": -1, "energy_ev": -145980.368, "lumo_ev": 1.8, "homo_lumo_gap_ev": 9.24, "multiplicity": 1, "symbols": ["N", "O", "O", "O", "O", "S", "O", "O", "C", "C", "C", "H", "H", "H", "H", "H", "H", "H", "H", "O", "S", "O", "O", "C", "C", "C", "H", "H", "H", "H", "H", "H", "H", "H", "O", "S", "O", "O", "C", "C", "C", "H", "H", "H", "H", "H", "H", "H", "H", "O", "S", "O", "O", "C", "C", "C", "H", "H", "H", "H", "H", "H", "H", "H", "O", "S", "O", "O", "C", "C", "C", "H", "H", "H", "H", "H", "H", "H", "H", "C", "C", "O", "C", "O", "O", "H", "H", "H", "H", "C", "C", "O", "C", "O", "O", "H", "H", "H", "H", "C", "C", "O", "C", "O", "O", "H", "H", "H", "H", "C", "C", "O", "C", "O", "O", "H", "H", "H", "H"], "positions_angstrom": [[0.23078, 0.02424, 0.87058], [0.94790, 0.69307, 0.06582], [0.61356, -1.10397, 1.21276], [-0.78805, 0.55008, 1.40488], [-1.51039, -5.40649, -0.92952], [-2.33587, -5.25402, -2.07691], [-3.58684, -5.87230, -1.99564], [-2.73167, -3.68346, -2.27656], [-2.64020, -2.85322, -1.05580], [-2.99468, -1.40898, -1.23064], [-1.50380, -5.76166, -3.42855], [-1.51313, -2.85691, -0.62759], [-3.34633, -3.30910, -0.14482], [-2.63842, -0.97846, -0.19913], [-4.14923, -1.29547, -1.12864], [-2.69271, -0.89187, -2.14176], [-1.75323, -6.78991, -3.61802], [-0.47669, -5.79506, -3.11900], [-1.60686, -5.20195, -4.38896], [-3.34168, 4.20062, 0.02768], [-4.28253, 3.19570, -0.46411], [-5.63901, 3.39349, -0.53945], [-3.90709, 3.11943, -2.12749], [-4.11285, 4.36857, -2.78908], [-3.93821, 4.10956, -4.24575], [-3.95822, 1.55749, 0.20007], [-3.29998, 4.99959, -2.62833], [-4.94154, 4.91554, -2.67025], [-3.50928, 3.12102, -4.70072], [-3.23875, 4.73355, -4.68768], [-4.84267, 4.18077, -4.78099], [-4.16119, 1.49193, 1.32278], [-2.92107, 1.19346, 0.41822], [-4.33966, 1.05774, -0.47118], [5.52656, 1.16580, -2.49464], [4.40929, 1.86013, -3.07621], [3.23561, 1.07440, -3.30038], [3.93080, 2.97536, -1.91934], [3.87516, 2.51171, -0.60129], [3.56683, 3.81330, 0.18300], [4.70077, 2.65498, -4.65303], [4.84848, 2.31132, -0.22990], [3.04917, 1.64675, -0.36817], [3.59510, 3.46442, 1.26002], [2.50280, 4.26723, -0.14775], [4.22227, 4.40355, -0.03495], [5.53359, 3.22716, -4.32023], [3.86728, 3.18102, -4.92070], [4.90431, 1.87904, -5.29231], [5.16608, -0.67718, 4.28050], [5.51017, 0.23580, 3.24547], [5.84345, -0.22528, 1.82265], [4.32228, 1.36879, 3.17557], [2.94219, 0.92600, 2.75140], [2.05465, 1.78215, 3.61870], [6.90983, 1.15216, 3.63412], [2.94053, -0.11025, 3.13107], [2.56817, 1.06872, 1.80051], [2.16481, 2.83356, 3.45277], [2.28940, 1.50111, 4.74327], [1.10427, 1.58110, 3.42657], [6.54312, 1.87073, 4.51862], [7.09899, 1.71321, 2.82537], [7.91406, 0.46182, 3.85862], [-4.91134, -2.47328, 3.05390], [-3.58662, -3.00606, 3.35583], [-3.42643, -3.48193, 4.68521], [-3.62008, -4.44380, 2.44593], [-4.59999, -5.47660, 2.70065], [-4.19473, -6.68781, 1.94987], [-2.34809, -1.99426, 2.85382], [-5.68849, -5.09320, 2.45891], [-4.66895, -5.61072, 3.68018], [-4.95975, -7.46681, 2.13134], [-3.18496, -6.99937, 1.96242], [-4.24561, -6.44297, 0.92754], [-2.35746, -1.16220, 3.46288], [-2.33860, -1.84270, 1.93637], [-1.39007, -2.49197, 3.34055], [-0.18336, 2.90276, -2.34885], [-0.29238, 2.50712, -3.82542], [-0.05489, 3.70045, -4.57685], [-0.03977, 4.73587, -3.71855], [0.15961, 5.92993, -3.98631], [-0.07858, 4.22686, -2.39816], [0.86349, 2.58856, -1.83972], [-0.90174, 2.46399, -1.62504], [-1.25161, 2.35996, -4.04417], [0.27020, 1.56442, -4.20941], [2.37903, -3.99784, 2.39009], [2.21371, -3.73066, 3.87374], [2.14704, -5.11529, 4.40274], [2.39091, -5.96572, 3.41818], [2.35048, -7.26271, 3.40607], [2.67985, -5.31597, 2.32917], [3.03482, -3.40214, 1.93383], [1.54323, -3.42959, 1.99562], [1.29796, -3.02524, 4.04903], [2.93137, -3.17987, 4.41224], [0.32667, -1.21730, -2.57562], [1.36035, -2.41670, -2.64984], [1.04518, -3.16454, -3.76720], [-0.06449, -2.59845, -4.31165], [-0.64873, -3.11008, -5.25782], [-0.53479, -1.64522, -3.62325], [0.85414, -0.40436, -2.75047], [-0.11718, -1.34833, -1.53420], [1.04419, -2.93506, -1.75683], [2.12771, -1.84966, -2.77460], [-1.26472, 4.93604, 2.67911], [-0.37584, 4.11592, 1.81488], [0.80311, 4.68620, 1.65418], [0.87113, 5.72083, 2.40333], [1.73850, 6.55768, 2.43333], [-0.34242, 5.96484, 2.95014], [-1.62335, 4.13375, 3.50289], [-2.06184, 5.56147, 2.27029], [-1.03103, 3.62833, 0.95318], [-0.27522, 3.14181, 2.33096]], "mulliken_charge": [0.426, -0.239, -0.213, -0.588, -0.659, 1.385, -0.679, -0.375, 0.206, -0.691, -1.109, 0.022, 0.206, -0.316, 0.542, 0.383, 0.400, 0.425, 0.276, -0.580, 1.114, -0.614, -0.251, -0.406, -1.416, -0.853, 0.288, 0.649, 0.212, 0.434, 0.421, 0.408, 0.029, 0.548, -0.643, 1.058, -0.483, -0.297, -0.248, -1.568, -1.107, 0.709, -0.036, 0.155, 0.020, 1.163, 0.415, 0.306, 0.418, -0.624, 1.271, -0.648, -0.243, 1.068, -1.431, -0.869, 0.279, -0.660, 0.225, 0.325, 0.403, 0.279, 0.358, 0.274, -0.719, 1.320, -0.661, -0.223, -0.507, -1.091, 0.581, 0.251, 0.570, 0.328, 0.357, 0.247, 0.482, -1.062, 0.110, 1.204, 0.054, -0.393, 0.614, -0.629, -0.277, -0.649, -0.315, 0.188, 0.071, 0.068, 0.039, -0.380, 0.602, -0.637, -0.341, 0.425, -0.059, 0.084, 0.208, 0.873, -1.103, -0.383, 0.664, -0.667, -0.319, 0.424, -0.938, 0.422, 0.892, 0.025, 0.869, 0.164, 0.501, -0.603, -0.407, 0.185, 0.197, -0.400, -0.511]}

{"formula": "C27H56O2", "method": "ωB97M-V with the def2-TZVPD basis set", "homo_ev": -10.0, "energy_ev": -32999.225, "lumo_ev": 0.6, "homo_lumo_gap_ev": 10.60, "smiles": "CCCCCC[C@H]1CC(=O)O[C@@H]1CCC(C)C.CCCCCC.CCCCCC", "multiplicity": 1, "symbols": ["C", "C", "C", "C", "C", "C", "C", "C", "C", "O", "O", "C", "C", "C", "C", "C", "C", "H", "H", "H", "H", "H", "H", "H", "H", "H", "H", "H", "H", "H", "H", "H", "H", "H", "H", "H", "H", "H", "H", "H", "H", "H", "H", "H", "H", "C", "C", "C", "C", "C", "C", "H", "H", "H", "H", "H", "H", "H", "H", "H", "H", "H", "H", "H", "H", "C", "C", "C", "C", "C", "C", "H", "H", "H", "H", "H", "H", "H", "H", "H", "H", "H", "H", "H", "H"], "positions_angstrom": [[4.12709, -1.26283, -0.26572], [4.36592, 0.28996, -0.65186], [3.71836, 0.63557, -2.10826], [2.28056, 1.39281, -1.96886], [1.06675, 0.59444, -2.67694], [-0.00980, -0.02815, -1.64783], [-0.12527, -1.59722, -1.96078], [0.61753, -2.65306, -0.96923], [0.04888, -3.99102, -1.70815], [0.57403, -5.13742, -1.75631], [-1.20191, -3.67148, -2.37114], [-1.55245, -2.32493, -1.94478], [-2.80925, -1.58474, -2.67495], [-4.04764, -1.71275, -1.66362], [-5.21574, -0.62667, -1.86032], [-4.72071, 0.84587, -2.25225], [-5.94025, -0.48035, -0.39994], [3.31487, -1.32615, 0.55307], [3.73050, -1.77388, -1.21796], [5.07596, -1.82208, 0.03250], [5.49543, 0.45593, -0.68763], [3.94157, 0.98661, 0.15102], [4.45697, 1.38598, -2.58495], [3.59954, -0.29292, -2.76414], [2.40418, 2.38127, -2.55908], [2.05303, 1.70744, -0.88855], [0.50194, 1.36142, -3.33555], [1.53052, -0.15765, -3.39852], [0.39794, 0.09249, -0.57666], [-0.99029, 0.54879, -1.73458], [0.30992, -1.87379, -2.98107], [1.74373, -2.55593, -0.82802], [0.23452, -2.59532, 0.11989], [-1.74328, -2.47328, -0.81200], [-3.00432, -2.20298, -3.62109], [-2.45187, -0.52179, -2.87520], [-4.52928, -2.74646, -1.87213], [-3.73814, -1.72652, -0.56335], [-6.02205, -1.05895, -2.54995], [-5.60286, 1.59183, -2.27833], [-3.89534, 1.16966, -1.52975], [-4.28704, 0.83169, -3.32290], [-5.13767, -0.43616, 0.43475], [-6.48067, 0.53808, -0.36905], [-6.66299, -1.33833, -0.18030], [-2.56386, 6.60083, -1.88562], [-1.17595, 6.29632, -1.33662], [-0.63645, 4.93724, -1.78592], [-1.45078, 3.72648, -1.31998], [-1.62833, 3.60266, 0.19408], [-0.31291, 3.42210, 0.93970], [-3.30519, 5.87966, -1.53418], [-2.88849, 7.59294, -1.55980], [-2.56057, 6.58983, -2.97882], [-1.19063, 6.36211, -0.24502], [-0.48709, 7.07513, -1.68111], [0.39753, 4.83746, -1.43726], [-0.58498, 4.91978, -2.88062], [-0.96469, 2.81872, -1.69589], [-2.44124, 3.75099, -1.78822], [-2.26649, 2.73604, 0.39862], [-2.15890, 4.47377, 0.59077], [0.21221, 2.52856, 0.59008], [-0.49978, 3.30630, 2.01079], [0.34662, 4.28309, 0.81139], [1.27883, -1.32006, 3.32292], [2.66504, -1.61902, 3.87968], [3.21226, -2.97609, 3.43344], [2.40101, -4.19091, 3.89462], [2.21662, -4.31500, 5.40791], [3.52908, -4.48912, 6.16024], [0.53844, -2.04411, 3.67036], [0.94834, -0.32903, 3.64668], [1.28831, -1.33128, 2.22905], [2.64416, -1.55306, 4.97108], [3.35277, -0.83729, 3.53862], [4.24463, -3.07143, 3.78755], [3.26948, -2.99304, 2.33903], [2.89285, -5.09611, 3.52122], [1.41303, -4.17096, 3.42138], [1.58162, -5.18408, 5.60942], [1.68004, -3.44604, 5.80174], [4.06005, -5.37999, 5.81385], [3.33730, -4.60534, 7.23037], [4.18521, -3.62507, 6.03493]], "mulliken_charge": [-0.320, -0.548, -0.714, -0.036, -1.049, 1.002, -0.464, -0.152, 0.450, -0.595, -0.466, 0.270, -0.388, -0.860, 0.456, -1.057, -1.216, -0.334, 0.191, 0.378, 0.313, 0.322, 0.317, 0.346, 0.274, -0.050, 0.299, 0.550, -0.073, -0.407, 0.156, -0.102, 0.188, 0.089, 0.336, 0.261, 0.219, 0.294, 0.310, 0.439, 0.081, 0.300, 0.278, 0.340, 0.311, -1.177, -0.576, -0.799, 0.683, -0.509, -0.873, 0.270, 0.385, 0.288, 0.244, 0.390, 0.295, 0.461, -0.745, 0.358, 0.323, 0.329, -0.037, 0.414, 0.289, -0.753, -0.547, -0.261, -0.753, -0.466, -1.196, 0.295, 0.399, -0.118, 0.371, 0.363, 0.347, 0.104, 0.435, 0.260, 0.388, 0.225, 0.291, 0.383, 0.284]}